(1)
Entry from the Open Molecules 2025 dataset: a molecular structure, C18H24Cl37FInO (ωB97M-V/def2-TZVPD).

Last column: Löwdin charge in e.
Positions of all 82 atoms, in Å:
C (0.4769, -2.0852, 1.7438)  -0.147
C (0.8609, -1.3697, 0.4324)  -0.488
C (1.1206, 0.1119, 0.7246)  -0.106
C (-0.1846, -1.4941, -0.7008)  -0.272
In (-2.1958, -2.0598, -0.0322)  0.645
F (-3.5764, -1.8841, -1.5620)  -0.516
C (-2.9632, -0.8756, 1.7194)  -0.282
C (-2.5317, 0.5092, 1.7026)  -0.885
O (-1.9634, 1.1252, 2.5552)  -0.002
Cl (-2.8827, 1.3818, 0.1452)  0.584
H (-0.1350, -2.9708, 1.5792)  0.007
H (-0.0046, -1.3739, 2.4212)  0.074
H (1.3815, -2.4266, 2.2575)  0.017
H (1.8194, -1.7871, 0.1015)  0.117
H (1.6357, 0.5576, -0.1298)  -0.011
H (0.1857, 0.6654, 0.8453)  0.066
H (1.7365, 0.2463, 1.6186)  0.078
H (-0.2710, -0.5386, -1.2237)  -0.069
H (0.1644, -2.2097, -1.4510)  0.038
H (-2.1974, -3.7616, 0.4586)  -0.064
H (-4.0493, -0.9756, 1.6925)  0.040
H (-2.5819, -1.3432, 2.6253)  0.008
C (1.1742, -5.0511, 4.1000)  -1.553
Cl (2.4665, -3.8510, 4.2263)  0.538
Cl (-0.4101, -4.2907, 4.1508)  0.546
Cl (1.3647, -6.0242, 2.6396)  0.537
H (1.2453, -5.7027, 4.9596)  -0.089
C (-5.5427, -0.6706, -2.7288)  -1.513
Cl (-6.3639, 0.8256, -2.2270)  0.477
Cl (-6.7469, -1.8860, -3.2147)  0.485
Cl (-4.4529, -0.3262, -4.0690)  0.491
H (-4.9495, -1.0790, -1.8894)  -0.032
C (-4.9467, -4.5075, 2.9677)  -1.530
Cl (-5.7163, -3.7450, 1.5759)  0.548
Cl (-3.8567, -5.7990, 2.4664)  0.515
Cl (-4.0951, -3.3061, 3.9380)  0.526
H (-5.7206, -4.9472, 3.5821)  0.006
C (0.3162, 1.7887, -3.4672)  -1.523
Cl (-0.1308, 3.5034, -3.4063)  0.504
Cl (1.6673, 1.4666, -2.3776)  0.571
Cl (-1.0598, 0.7701, -3.0919)  0.602
H (0.6457, 1.5693, -4.4745)  -0.005
C (4.7514, 2.6009, -4.7504)  -1.564
Cl (5.2960, 3.3503, -3.2513)  0.496
Cl (4.7302, 0.8437, -4.6043)  0.534
Cl (3.1623, 3.2260, -5.1924)  0.532
H (5.4409, 2.8659, -5.5408)  -0.093
C (2.0790, -7.1970, 7.8903)  -1.539
Cl (3.6027, -6.6937, 7.1610)  0.535
Cl (0.7575, -6.1722, 7.3305)  0.568
Cl (1.7463, -8.8946, 7.5484)  0.530
H (2.1614, -7.0803, 8.9625)  0.010
C (7.2071, 5.1912, -7.3940)  -1.535
Cl (6.6225, 3.5359, -7.5924)  0.568
Cl (6.7569, 5.8147, -5.8096)  0.541
Cl (8.9503, 5.2741, -7.6400)  0.530
H (6.7307, 5.8031, -8.1482)  0.012
C (3.9306, 6.3099, -0.5894)  -1.542
Cl (3.9548, 7.1235, -2.1558)  0.519
Cl (2.4404, 5.4083, -0.3697)  0.554
Cl (5.3332, 5.2422, -0.4278)  0.510
H (3.9975, 7.0628, 0.1843)  0.011
C (-4.8732, 4.3686, 0.6978)  -1.569
Cl (-5.5306, 5.9567, 1.1284)  0.499
Cl (-6.1621, 3.1853, 0.5115)  0.508
Cl (-3.8856, 4.4726, -0.7529)  0.506
H (-4.2381, 4.0379, 1.5101)  0.006
C (-3.1712, -1.6810, 7.5902)  -1.557
Cl (-3.2086, -0.7037, 6.1303)  0.542
Cl (-4.8057, -2.1251, 8.0992)  0.511
Cl (-2.1766, -3.1206, 7.3608)  0.502
H (-2.7264, -1.0924, 8.3811)  0.007
C (-6.2264, -0.2311, -8.2040)  -1.556
Cl (-4.7460, -0.4693, -9.1428)  0.508
Cl (-7.6475, -0.6304, -9.1850)  0.499
Cl (-6.1911, -1.1520, -6.7159)  0.523
H (-6.2894, 0.8187, -7.9503)  0.011
C (8.6099, 3.7417, 0.6891)  -1.571
Cl (8.5356, 2.0063, 0.9772)  0.533
Cl (8.5438, 4.6352, 2.2088)  0.518
Cl (10.0573, 4.1680, -0.2266)  0.519
H (7.7481, 4.0205, 0.0987)  -0.048

Output
Charge: -1
Energy: -18092.61853 Eh
E_LUMO: 1.479 eV
Orbital gap: 6.9 eV

(2)
Entry from the Open Molecules 2025 dataset: a molecular structure, C25H34B2Cl2F4N7O4Ti (ωB97M-V/def2-TZVPD).

Last column: Löwdin charge in e.
Positions of all 79 atoms, in Å:
Ti (0.0725, -0.3943, 0.1967)  1.161
C (2.9370, -3.7375, 0.9859)  0.024
C (1.7840, -2.8190, 0.7838)  -0.246
N (1.8785, -1.6738, 0.2039)  -0.002
O (3.0973, -1.3826, -0.2589)  0.069
B (3.5033, -0.0485, -0.8729)  -1.073
F (4.2197, -0.3977, -1.9930)  0.177
F (4.2399, 0.6666, 0.0357)  0.189
O (2.3151, 0.8092, -1.2261)  0.051
N (1.1863, 0.1203, -1.5289)  -0.055
C (1.0222, -0.4170, -2.6780)  -0.226
C (1.9444, -0.2805, -3.8309)  0.027
C (-0.1808, -1.2907, -2.7216)  -0.211
N (-0.7610, -1.4354, -1.5812)  0.014
O (-1.8771, -2.1892, -1.6062)  0.024
B (-2.0325, -3.2724, -0.5741)  -1.095
F (-1.0995, -4.2630, -0.8610)  0.165
F (-3.3326, -3.6669, -0.6236)  0.207
O (-1.7946, -2.7407, 0.8319)  0.021
N (-0.4936, -2.3358, 0.9335)  -0.034
C (0.4001, -3.2350, 1.1330)  -0.229
C (0.1328, -4.6297, 1.5713)  0.023
C (-0.6358, -1.9652, -3.9635)  0.032
H (3.8710, -3.1851, 0.9461)  0.095
H (2.9586, -4.4903, 0.1939)  0.115
H (2.8486, -4.2616, 1.9363)  0.093
H (2.6554, 0.5197, -3.6530)  0.096
H (1.3732, -0.0930, -4.7402)  0.100
H (2.5083, -1.2062, -3.9656)  0.120
H (-0.9264, -4.7752, 1.7530)  0.101
H (0.7009, -4.8301, 2.4823)  0.101
H (0.4594, -5.3360, 0.8090)  0.111
H (0.1687, -2.0384, -4.6899)  0.088
H (-1.4562, -1.3960, -4.4078)  0.076
H (-1.0192, -2.9547, -3.7220)  0.105
C (2.0152, -0.8713, 3.0673)  -0.060
N (1.1027, 0.1237, 2.4742)  -0.202
C (0.0830, 0.4300, 3.5066)  -0.041
C (1.8071, 1.3318, 2.0949)  -0.191
C (3.0576, 1.6948, 2.5590)  0.002
C (3.6728, 2.8337, 2.0564)  -0.034
C (3.0643, 3.5962, 1.0704)  -0.037
C (1.8021, 3.2607, 0.6212)  -0.011
C (1.1488, 2.1572, 1.1727)  -0.223
N (-0.1170, 1.7038, 0.7796)  0.060
C (-1.1566, 2.5278, 0.5614)  -0.218
C (-1.1296, 3.9321, 0.7707)  0.020
C (-2.2230, 4.6961, 0.4506)  -0.044
C (-3.3792, 4.0840, -0.0342)  -0.027
C (-3.4622, 2.6985, -0.1415)  -0.023
C (-2.3779, 1.9040, 0.1711)  -0.222
N (-2.4337, 0.4641, 0.2525)  -0.176
C (-2.8681, 0.1415, 1.6444)  -0.025
C (-3.4681, -0.1022, -0.6389)  -0.052
H (2.8720, -1.0377, 2.4197)  0.098
H (2.3686, -0.5355, 4.0454)  0.101
H (1.4671, -1.8009, 3.2148)  0.096
H (0.5742, 0.6917, 4.4479)  0.107
H (-0.5250, 1.2722, 3.1948)  0.077
H (-0.5464, -0.4456, 3.6648)  0.100
H (3.5868, 1.0911, 3.2809)  0.120
H (4.6610, 3.0955, 2.4082)  0.122
H (3.5852, 4.4371, 0.6344)  0.120
H (1.3315, 3.7999, -0.1879)  0.128
H (-0.2528, 4.3852, 1.2059)  0.114
H (-2.1969, 5.7670, 0.5965)  0.119
H (-4.2447, 4.6858, -0.2772)  0.120
H (-4.4019, 2.2616, -0.4414)  0.114
H (-3.9018, 0.4693, 1.7908)  0.111
H (-2.8023, -0.9336, 1.7926)  0.089
H (-2.2447, 0.6653, 2.3604)  0.065
H (-3.5502, -1.1621, -0.4402)  0.083
H (-4.4464, 0.3381, -0.4421)  0.092
H (-3.1969, 0.0441, -1.6801)  0.059
Cl (-1.3734, 2.1187, -2.9431)  0.602
C (-2.8591, 2.3175, -3.8970)  -0.965
Cl (-3.4772, 0.7757, -4.4866)  0.567
H (-2.6271, 2.9504, -4.7445)  0.031
H (-3.6058, 2.7685, -3.2535)  0.021

Output
Charge: +1
<S²>: 2.044
Multiplicity: 3
Energy: -3876.39189 Eh
E_LUMO (spin up / spin down): -3.873 / -5.469 eV
Orbital gap (spin up / spin down): 7.3 / 6.4 eV
Energy above the lowest of the compared OMol25 structures with the same formula, charge and spin: 0.065 eV

(3)
Entry from the Open Molecules 2025 dataset: 2 unconnected molecules or ions with the total composition C2H8NO at a distorted geometry (ωB97M-V/def2-TZVPD).

Last column: Löwdin charge in e.
Positions of all 12 atoms, in Å:
C (-0.1630, 1.9394, -0.9865)  -0.177
O (-0.0230, 0.5640, -1.0073)  -0.087
H (-0.1186, 2.3859, 0.0465)  0.108
H (0.5766, 2.4880, -1.6023)  0.102
H (-1.1236, 2.2552, -1.4273)  0.074
C (0.7116, -1.6134, 0.9919)  -0.230
N (-0.5487, -0.8888, 1.0055)  -0.082
H (0.6296, -2.7074, 0.6798)  0.073
H (1.3023, -1.6617, 1.9480)  0.064
H (1.4068, -1.1544, 0.2080)  0.077
H (-0.5784, -0.3217, 0.0980)  0.007
H (-1.3609, -1.5300, 1.0369)  0.070

Output
<S²>: 0.755
Multiplicity: 2
Energy: -210.86605 Eh
E_LUMO (spin up / spin down): 1.012 / -2.170 eV
Orbital gap (spin up / spin down): 10.0 / 6.7 eV
Energy above the lowest of the compared OMol25 structures with the same formula, charge and spin: 1.747 eV

(4)
Entry from the Open Molecules 2025 dataset: a molecular structure, C24H22FN5O4Re at a distorted geometry (ωB97M-V/def2-TZVPD).

Last column: Löwdin charge in e.
Positions of all 57 atoms, in Å:
Re (0.6944, -0.6067, -2.4073)  1.750
C (0.6814, 3.9682, 3.6294)  -0.026
C (-0.3388, 2.8401, 3.7621)  -0.280
C (-1.7039, 3.4029, 4.1411)  -0.129
C (-2.7275, 2.2854, 4.2640)  -0.114
C (-2.8085, 1.5548, 2.9654)  -0.117
C (-3.9784, 0.9476, 2.5642)  0.093
C (-4.0419, 0.2625, 1.3505)  -0.242
F (-5.1814, -0.3061, 0.9882)  0.120
C (-2.9395, 0.1608, 0.5336)  0.076
C (-1.7322, 0.7451, 0.9314)  -0.041
C (-0.5538, 0.5552, 0.1148)  -0.246
O (-0.6723, -0.1192, -0.9686)  -0.197
C (0.6498, 1.0859, 0.6203)  -0.007
C (0.6316, 1.8162, 1.8008)  0.064
N (-0.4543, 2.0409, 2.5213)  0.058
C (-1.6549, 1.4747, 2.1478)  -0.044
C (2.0079, 0.8467, 0.0067)  -0.522
O (2.9966, 1.2979, 0.5215)  0.159
O (2.0720, 0.0718, -1.0489)  -0.139
H (0.5446, 4.6526, 4.4624)  0.098
H (0.5273, 4.5299, 2.7115)  0.103
H (1.7090, 3.6207, 3.6702)  0.085
H (-0.0100, 2.1425, 4.5441)  0.170
H (-2.0285, 4.1182, 3.3835)  0.142
H (-1.6213, 3.9318, 5.0885)  0.135
H (-3.7012, 2.6889, 4.5402)  0.134
H (-2.4320, 1.5828, 5.0498)  0.142
H (-4.8570, 0.9887, 3.1901)  0.147
H (-3.0001, -0.3779, -0.3983)  0.129
H (1.5744, 2.2231, 2.1427)  0.148
O (1.5252, -1.4520, -4.2875)  -0.174
C (1.7678, -2.8651, -4.3865)  -0.188
C (3.0411, -3.3032, -3.6602)  -0.128
C (3.1143, -2.8085, -2.2032)  -0.120
C (1.8961, -3.2608, -1.4552)  -0.250
C (1.9051, -4.4589, -0.7519)  0.036
C (0.7490, -4.9157, -0.1456)  0.019
C (-0.4187, -4.1822, -0.3107)  0.001
C (-0.3591, -3.0064, -1.0264)  -0.092
N (0.7748, -2.5246, -1.5569)  -0.085
H (2.2018, -0.9749, -4.7940)  0.146
H (1.8152, -3.1422, -5.4445)  0.147
H (0.8847, -3.3465, -3.9515)  0.124
H (3.9239, -2.9435, -4.1905)  0.132
H (3.0604, -4.3940, -3.6772)  0.136
H (3.2143, -1.7181, -2.1744)  0.098
H (4.0071, -3.2324, -1.7409)  0.139
H (2.8218, -5.0246, -0.6837)  0.139
H (0.7478, -5.8337, 0.4201)  0.134
H (-1.3568, -4.5142, 0.1048)  0.129
H (-1.2508, -2.4163, -1.1984)  0.115
N (0.4203, 1.0373, -3.3499)  -0.041
C (0.0675, 2.0938, -3.7594)  -0.187
N (-0.2229, 3.1341, -4.3223)  0.199
C (-0.7490, 4.2941, -4.1970)  -0.291
N (-1.2323, 5.3323, -4.0798)  0.213

Output
Charge: +2
<S²>: 0.777
Multiplicity: 2
Energy: -1680.07564 Eh
E_LUMO (spin up / spin down): -9.189 / -8.644 eV
Orbital gap (spin up / spin down): 5.1 / 5.6 eV
Energy above the lowest of the compared OMol25 structures with the same formula, charge and spin: 1.750 eV